[1]
Entry from the Open Molecules 2025 dataset: a cluster of 2 separate species, C4H9O2 in total at a distorted geometry (the ωB97M-V functional and the def2-TZVPD basis).

Charge: -2
HOMO level (spin up / spin down) in hartree: 0.1476 / -0.0381
Frontier orbital gap (spin up / spin down) in eV: 2.830 / 7.831
ΔE to the lowest compared entry with this formula, charge and spin in kcal per mole: 45.1
Total energy in Eh: -308.12145
⟨S²⟩: 0.75
Multiplicity: 2
LUMO energy (spin up / spin down) in eV: 6.847 / 6.795

Geometry as XYZ:
```
15
C4H9O2 | the Open Molecules 2025 dataset | the ωB97M-V functional and the def2-TZVPD basis
C 1.322 -1.310 0.099
C 1.788 -0.274 1.241
H 2.078 -1.729 -0.448
H 0.688 -1.881 0.606
H 0.810 -0.673 -0.600
H 2.140 -0.634 2.206
H 1.000 0.430 1.433
H 2.767 0.024 0.808
C -1.271 1.148 -0.392
C -2.390 0.374 -1.252
O -3.501 1.005 -0.912
O -2.093 -0.535 -1.964
H -0.384 0.672 -0.378
H -1.976 1.353 0.547
H -0.978 2.031 -0.994
```

What are the Löwdin partial charges on each atom? They are as follows, in elementary charge units: number 1, C, carries -0.31; number 2, C, carries -0.51; number 3, H, carries -0.04; number 4, H, carries -0.02; number 5, H, carries 0.03; number 6, H, carries -0.08; number 7, H, carries 0.01; number 8, H, carries -0.05; number 9, C, carries -0.07; number 10, C, carries -0.78; number 11, O, carries -0.24; number 12, O, carries -0.04; number 13, H, carries -0.05; number 14, H, carries 0.10; number 15, H, carries 0.05


[2]
Entry from the Open Molecules 2025 dataset: the ion C4H9O2S with charge -1 at a distorted geometry (the ωB97M-V functional and the def2-TZVPD basis).

Charge: -1
HOMO level in hartree: -0.1116
Frontier orbital gap in eV: 6.935
ΔE to the lowest compared entry with this formula, charge and spin in kcal per mole: 103.2
Total energy in Eh: -706.38348
Multiplicity: 1
LUMO energy in eV: 3.899

Geometry as XYZ:
```
16
C4H9O2S | the Open Molecules 2025 dataset | the ωB97M-V functional and the def2-TZVPD basis
C 2.162 1.009 -0.221
C 1.611 -0.028 0.788
C 0.479 -0.923 0.276
S -1.211 0.295 -0.091
C -2.596 -1.013 -0.196
O -1.338 1.210 -1.245
O -1.530 1.004 1.155
H 2.457 0.649 -1.291
H 1.379 1.694 -0.540
H 3.034 1.546 0.220
H 2.399 -0.691 0.963
H 1.333 0.471 1.672
H 0.556 -1.130 -0.898
H -3.528 -1.024 0.453
H -3.065 -1.078 -1.181
H -2.142 -1.992 0.138
```

What are the Löwdin partial charges on each atom? They are as follows, in elementary charge units: number 1, C, carries -0.16; number 2, C, carries -0.41; number 3, C, carries -0.23; number 4, S, carries 0.57; number 5, C, carries -0.22; number 6, O, carries -0.47; number 7, O, carries -0.48; number 8, H, carries 0.09; number 9, H, carries 0.04; number 10, H, carries 0.05; number 11, H, carries 0.05; number 12, H, carries 0.06; number 13, H, carries 0.02; number 14, H, carries 0.05; number 15, H, carries 0.02; number 16, H, carries 0.03


[3]
Entry from the Open Molecules 2025 dataset: a cluster of 2 separate species, C4H9O2S in total at a distorted geometry (the ωB97M-V functional and the def2-TZVPD basis).

Charge: 0
HOMO level (spin up / spin down) in hartree: -0.3337 / -0.3323
Frontier orbital gap (spin up / spin down) in eV: 9.459 / 5.040
ΔE to the lowest compared entry with this formula, charge and spin in kcal per mole: 29.2
Total energy in Eh: -706.37738
⟨S²⟩: 0.75
Multiplicity: 2
LUMO energy (spin up / spin down) in eV: 0.379 / -4.002

Geometry as XYZ:
```
16
C4H9O2S | the Open Molecules 2025 dataset | the ωB97M-V functional and the def2-TZVPD basis
O 0.947 1.941 1.506
C 0.982 2.502 0.400
O 0.302 2.174 -0.623
H 1.655 3.359 0.269
H -0.959 1.324 -0.724
C 0.134 -1.738 -1.089
C 0.315 -1.004 0.243
C -0.993 -0.441 0.845
S -1.992 0.400 -0.390
H -0.811 -2.304 -1.161
H 0.965 -2.411 -1.288
H -0.038 -1.027 -1.900
H 0.790 -1.539 1.065
H 0.965 -0.184 -0.052
H -0.686 0.222 1.666
H -1.577 -1.275 1.233
```

What are the Löwdin partial charges on each atom? They are as follows, in elementary charge units: number 1, O, carries -0.06; number 2, C, carries -0.54; number 3, O, carries -0.16; number 4, H, carries 0.11; number 5, H, carries -0.07; number 6, C, carries -0.12; number 7, C, carries -0.29; number 8, C, carries -0.48; number 9, S, carries 1.03; number 10, H, carries 0.07; number 11, H, carries 0.08; number 12, H, carries 0.07; number 13, H, carries 0.12; number 14, H, carries 0.08; number 15, H, carries 0.09; number 16, H, carries 0.08


[4]
Entry from the Open Molecules 2025 dataset: a cluster of 2 separate species, C4H9O3 in total at a distorted geometry (the ωB97M-V functional and the def2-TZVPD basis).

Charge: -1
HOMO level in hartree: -0.1647
Frontier orbital gap in eV: 8.712
ΔE to the lowest compared entry with this formula, charge and spin in kcal per mole: 26.4
Total energy in Eh: -383.56450
Multiplicity: 1
LUMO energy in eV: 4.230

Geometry as XYZ:
```
16
C4H9O3 | the Open Molecules 2025 dataset | the ωB97M-V functional and the def2-TZVPD basis
C 0.171 2.733 0.121
C 0.536 1.283 -0.249
O -0.170 0.674 -1.072
O 1.643 0.964 0.270
H -0.879 2.864 0.354
H 0.487 3.469 -0.684
H 0.754 2.926 1.023
C -0.423 -2.349 0.193
C -0.491 -1.435 1.389
O -1.036 -1.709 -0.939
H 0.635 -2.593 -0.260
H -1.124 -3.196 0.347
H -1.124 -0.628 1.071
H -0.487 -0.844 -1.079
H 0.495 -1.055 1.673
H -0.630 -2.006 2.333
```

What are the Löwdin partial charges on each atom? They are as follows, in elementary charge units: number 1, C, carries -0.05; number 2, C, carries -0.75; number 3, O, carries -0.06; number 4, O, carries -0.10; number 5, H, carries 0.05; number 6, H, carries 0.08; number 7, H, carries 0.05; number 8, C, carries -0.35; number 9, C, carries -0.12; number 10, O, carries -0.20; number 11, H, carries 0.14; number 12, H, carries 0.09; number 13, H, carries 0.07; number 14, H, carries 0.03; number 15, H, carries 0.06; number 16, H, carries 0.07


[5]
Entry from the Open Molecules 2025 dataset: a cluster of 2 separate species, C4H9O3 in total at a distorted geometry (the ωB97M-V functional and the def2-TZVPD basis).

Charge: 0
HOMO level (spin up / spin down) in hartree: -0.3684 / -0.3683
Frontier orbital gap (spin up / spin down) in eV: 10.689 / 6.672
ΔE to the lowest compared entry with this formula, charge and spin in kcal per mole: 2.9
Total energy in Eh: -383.44796
⟨S²⟩: 0.75
Multiplicity: 2
LUMO energy (spin up / spin down) in eV: 0.665 / -3.351

Geometry as XYZ:
```
16
C4H9O3 | the Open Molecules 2025 dataset | the ωB97M-V functional and the def2-TZVPD basis
C -0.063 -1.605 -1.081
C -1.354 -1.507 -0.269
O 0.981 -2.147 -0.324
H -0.176 -2.185 -1.992
H 0.176 -0.594 -1.450
H -1.480 -2.421 0.305
H 1.397 -1.475 0.237
H -2.232 -1.222 -0.852
H -1.181 -0.720 0.467
C 0.454 2.355 0.155
C 0.621 1.534 1.412
O 0.326 2.068 2.546
O 1.058 0.402 1.400
H 1.390 2.913 0.039
H -0.394 3.021 0.018
H 0.478 1.585 -0.610
```

What are the Löwdin partial charges on each atom? They are as follows, in elementary charge units: number 1, C, carries -0.34; number 2, C, carries -0.08; number 3, O, carries -0.07; number 4, H, carries 0.11; number 5, H, carries 0.09; number 6, H, carries 0.08; number 7, H, carries 0.06; number 8, H, carries 0.07; number 9, H, carries 0.05; number 10, C, carries 0.04; number 11, C, carries -0.64; number 12, O, carries 0.26; number 13, O, carries 0.10; number 14, H, carries 0.10; number 15, H, carries 0.09; number 16, H, carries 0.07


[6]
Entry from the Open Molecules 2025 dataset: a structure of composition C4H9O3Sm at a distorted geometry (the ωB97M-V functional and the def2-TZVPD basis).

Charge: +1
HOMO level (spin up / spin down) in hartree: -0.4579 / -0.4797
Frontier orbital gap (spin up / spin down) in eV: 7.838 / 8.489
ΔE to the lowest compared entry with this formula, charge and spin in kcal per mole: 102.7
Total energy in Eh: -1041.11963
⟨S²⟩: 12.01
Multiplicity: 7
LUMO energy (spin up / spin down) in eV: -4.623 / -4.564

Geometry as XYZ:
```
17
C4H9O3Sm | the Open Molecules 2025 dataset | the ωB97M-V functional and the def2-TZVPD basis
H 0.679 0.787 1.274
C -1.369 -1.875 -0.524
O -0.582 -0.718 -0.774
C -1.051 0.502 -0.226
C -0.728 0.683 1.195
H -0.758 -2.744 -0.795
H -1.654 -1.944 0.534
H -2.266 -1.832 -1.157
H -2.120 0.599 -0.456
H 0.008 1.376 -0.709
H -0.584 1.768 1.278
H -1.555 0.451 1.875
O 1.792 1.340 -0.887
C 2.400 0.971 0.241
O 3.027 -0.149 0.152
Sm 1.811 -1.011 -1.748
H 2.951 1.798 0.729
```

What are the Löwdin partial charges on each atom? They are as follows, in elementary charge units: number 1, H, carries 0.17; number 2, C, carries -0.07; number 3, O, carries -0.41; number 4, C, carries -0.30; number 5, C, carries -0.09; number 6, H, carries 0.08; number 7, H, carries 0.11; number 8, H, carries 0.11; number 9, H, carries 0.13; number 10, H, carries 0.20; number 11, H, carries 0.07; number 12, H, carries 0.09; number 13, O, carries -0.28; number 14, C, carries -0.46; number 15, O, carries -0.22; number 16, Sm, carries 1.72; number 17, H, carries 0.16


[7]
Entry from the Open Molecules 2025 dataset: a structure of composition C4H9O4 at a distorted geometry (the ωB97M-V functional and the def2-TZVPD basis).

Charge: -1
HOMO level in hartree: -0.1347
Frontier orbital gap in eV: 5.313
ΔE to the lowest compared entry with this formula, charge and spin in kcal per mole: 260.7
Total energy in Eh: -458.45211
Multiplicity: 1
LUMO energy in eV: 1.647

Geometry as XYZ:
```
17
C4H9O4 | the Open Molecules 2025 dataset | the ωB97M-V functional and the def2-TZVPD basis
C -1.108 -0.861 -0.257
O -1.836 -1.759 -1.404
C 0.096 -0.086 -0.774
C 1.078 0.234 0.266
C 1.116 -0.481 1.656
O 1.571 -1.470 0.631
O 1.850 0.022 2.552
H -0.950 -1.647 0.424
H -1.550 -0.104 0.486
H 0.495 -0.630 -1.654
H -0.258 0.894 -1.039
H 0.774 1.281 0.598
H 2.067 0.504 -0.137
H 0.058 -0.659 1.971
H -2.003 -0.603 -1.094
H -0.989 2.816 -1.454
O -0.411 2.548 -0.772
```

What are the Löwdin partial charges on each atom? They are as follows, in elementary charge units: number 1, C, carries -0.26; number 2, O, carries -0.19; number 3, C, carries -0.23; number 4, C, carries -0.17; number 5, C, carries -0.52; number 6, O, carries 0.01; number 7, O, carries -0.01; number 8, H, carries 0.08; number 9, H, carries 0.16; number 10, H, carries 0.13; number 11, H, carries 0.02; number 12, H, carries 0.18; number 13, H, carries 0.16; number 14, H, carries 0.16; number 15, H, carries 0.14; number 16, H, carries -0.17; number 17, O, carries -0.49


[8]
Entry from the Open Molecules 2025 dataset: a cluster of 2 separate species, C4H9O4 in total at a distorted geometry (the ωB97M-V functional and the def2-TZVPD basis).

Charge: 0
HOMO level (spin up / spin down) in hartree: -0.3955 / -0.3889
Frontier orbital gap (spin up / spin down) in eV: 11.357 / 8.244
ΔE to the lowest compared entry with this formula, charge and spin in kcal per mole: 6.6
Total energy in Eh: -458.69216
⟨S²⟩: 0.75
Multiplicity: 2
LUMO energy (spin up / spin down) in eV: 0.595 / -2.339

Geometry as XYZ:
```
17
C4H9O4 | the Open Molecules 2025 dataset | the ωB97M-V functional and the def2-TZVPD basis
C 0.560 1.494 -0.708
O -0.223 1.564 -1.796
C 0.863 -0.081 -0.452
C 0.219 -0.452 0.874
C 0.446 -1.909 1.217
O -0.677 -2.627 1.118
O 1.502 -2.416 1.513
H 1.527 2.002 -0.782
H 0.025 1.838 0.189
H 1.940 -0.060 -0.347
H 0.432 -0.735 -1.205
H 0.804 0.032 1.669
H -0.829 -0.216 1.026
H -0.521 -3.545 1.350
H -1.297 2.867 -1.566
H -2.530 3.222 -2.139
O -2.044 3.450 -1.356
```

What are the Löwdin partial charges on each atom? They are as follows, in elementary charge units: number 1, C, carries -0.28; number 2, O, carries 0.00; number 3, C, carries -0.09; number 4, C, carries -0.12; number 5, C, carries -0.54; number 6, O, carries 0.12; number 7, O, carries 0.10; number 8, H, carries 0.12; number 9, H, carries 0.12; number 10, H, carries 0.12; number 11, H, carries 0.12; number 12, H, carries 0.14; number 13, H, carries 0.13; number 14, H, carries 0.12; number 15, H, carries -0.03; number 16, H, carries 0.02; number 17, O, carries -0.06